C2H8N4O in the gas phase in a non-equilibrium geometry. Source: the Open Molecules 2025 dataset; level of theory: ωB97M-V/def2-TZVPD.

Cartesian coordinates (Å):
C -2.12 -0.33 0.03
N -0.72 -0.62 0.17
C 0.15 0.32 0.10
N 1.58 -1.67 0.13
N -0.07 1.67 -0.05
O 2.44 0.81 -0.18
N 1.45 -0.09 0.26
H 2.74 0.51 -1.05
H 1.19 -2.23 0.88
H 1.06 -1.86 -0.73
H -0.92 2.03 0.36
H 0.73 2.26 0.07
H -2.66 -1.28 0.04
H -2.49 0.27 0.88
H -2.35 0.21 -0.90

Values from the calculation:
SMILES: C/N=C(\N)N(N)O
Charge: 0
HOMO level: -8.4 eV
Orbital gap: 9.2 eV
E_tot: -375.145605 a.u.